# C4H12N4

A single C4H12N4 molecule (ωB97M-V with the def2-TZVPD basis set, the Open Molecules 2025 dataset).

```
20
Properties=species:S:1:pos:R:3:forces:R:3
C 2.618441 -0.938129 0.344213 2.0 2.0 0.3
C 1.324920 -0.788388 -0.342045 -0.6 0.6 -0.7
N 0.493898 0.293350 0.094340 -0.1 -0.2 1.9
C 0.862783 1.647069 -0.269243 -0.6 0.1 0.0
N -0.840327 -0.069639 -0.128670 -0.4 0.3 -1.2
C -1.637134 0.052087 0.854004 -0.3 0.8 0.1
N -2.973777 -0.149670 0.571585 -0.7 0.1 1.9
N -3.313947 -0.533351 -0.750329 -1.3 -0.9 2.2
H 3.305979 -0.026422 0.096522 -0.9 -1.8 0.1
H 2.903878 -1.858079 -0.154847 1.4 -0.2 0.6
H 2.640157 -0.937112 1.449509 -0.4 -0.6 -0.5
H 0.793320 -1.750556 -0.302951 -0.2 0.6 0.1
H 1.594501 -0.588283 -1.374700 -0.1 -0.4 -0.8
H 0.122109 2.337605 0.117478 -0.6 -0.1 -0.2
H 1.018097 1.882627 -1.338029 0.0 -0.4 0.1
H 1.707771 1.969663 0.307017 1.0 -0.2 0.0
H -1.236117 0.405357 1.840893 -0.9 -0.4 -0.6
H -3.762932 -0.035502 1.256782 1.7 -0.4 -1.2
H -2.578787 -1.140553 -1.000793 0.8 -1.5 -0.4
H -3.042834 0.227925 -1.270737 0.3 2.5 -1.9
```
Forces are in eV/Å.

Output
charge = 0
LUMO level = 0.03846 Eh
SMILES = CCN(C)/N=C/NN

Mulliken population analysis, charges in e, atoms 1 to 4: -1.11 -0.43 0.23 -1.07

---

# C3H4N2O

A single C3H4N2O molecule (ωB97M-V with the def2-TZVPD basis set, the Open Molecules 2025 dataset).

```
10
Properties=species:S:1:pos:R:3:forces:R:3
C -1.871590 -0.247458 -0.009305 -5.9 -1.3 2.3
O -0.749353 0.398840 0.049273 2.5 4.0 -0.9
N 0.292163 -0.381400 -0.132571 3.2 -0.1 -1.0
C 1.328562 0.384849 -0.193206 0.3 2.2 1.8
C 2.732316 0.021116 -0.164309 1.1 -1.6 1.0
N 3.821981 -0.281656 0.136509 -2.1 0.8 -1.0
H -1.829997 -0.921337 0.803361 -0.9 -0.9 1.6
H -2.162791 -0.921703 -0.748338 0.5 -0.6 -2.6
H -2.756731 0.447233 0.107765 1.3 -0.5 0.1
H 1.195437 1.501512 0.150823 0.1 -2.0 -1.2
```
Forces are in eV/Å.

Output
charge = 0
LUMO level = -0.00554 Eh
SMILES = CO/N=C/C#N

Mulliken population analysis, charges in e, atoms 1 to 4: -0.62 -0.01 -0.56 0.20

---

# C6H11BrN3O

2 unconnected molecules or ions with the total composition C6H11BrN3O (ωB97M-V with the def2-TZVPD basis set, the Open Molecules 2025 dataset).

```
22
Properties=species:S:1:pos:R:3:forces:R:3
C -1.666380 1.288889 -0.805168 3.3 0.5 -0.1
C -3.756471 0.997894 -1.062175 0.0 0.2 -1.4
C -1.764447 -0.026156 -1.171841 -0.2 -0.2 -0.3
C -0.733990 -1.048914 -1.424582 0.8 1.1 0.4
C 1.960418 0.444382 1.921149 -3.1 -1.0 1.4
C 2.497277 -0.398142 0.817679 0.6 -0.1 1.8
N -2.843899 1.898662 -0.780012 -1.0 0.7 0.6
N -3.116581 -0.200987 -1.376743 -0.9 0.9 0.7
N 3.527799 -1.170811 0.909260 0.7 -1.9 0.1
O 0.986425 1.350041 1.379271 0.7 0.6 0.1
Br 0.051907 -1.850689 0.326868 -0.6 0.0 -0.8
H -0.680286 1.830606 -0.654630 -1.6 -0.7 0.0
H -4.806425 1.363332 -1.305716 1.4 -1.4 0.5
H 0.121226 -0.682085 -2.016841 -0.1 0.3 0.9
H -1.007531 -1.897364 -1.983905 -0.9 -1.2 -0.2
H 2.841389 0.821943 2.395389 0.3 1.0 0.7
H 1.319941 -0.224743 2.710553 2.0 1.1 -1.7
H -3.545431 -1.069894 -1.587241 -0.5 -0.6 -0.2
H 3.745171 -1.870282 0.166440 -0.3 1.2 0.3
H 2.065589 -0.293460 -0.111323 -0.7 0.3 -2.0
H 4.073840 -1.430851 1.756579 -1.0 0.9 -0.4
H 0.730459 2.168632 1.896988 1.0 -1.7 -0.4
```
Forces are in eV/Å.

Output
charge = +1
LUMO level = -0.17083 Eh

Mulliken population analysis, charges in e, atoms 1 to 4: -0.22 -0.20 0.55 -0.79

---

# C3H3N2OP

2 unconnected molecules or ions with the total composition C3H3N2OP (ωB97M-V with the def2-TZVPD basis set, the Open Molecules 2025 dataset).

```
10
Properties=species:S:1:pos:R:3:forces:R:3
N -2.023276 -0.367543 -1.677173 0.0 -0.1 -0.5
C -2.242778 -1.204891 -0.920015 -0.4 0.4 0.3
P -2.771347 -2.273674 0.400085 -1.1 0.4 0.0
C -1.195257 -2.470917 0.862546 1.7 -1.5 -0.4
N -0.115099 -2.995071 0.937465 -2.0 0.0 -0.7
H 0.652562 -2.785321 1.491183 1.6 0.7 1.2
C 0.333533 1.074230 -0.217554 1.1 -0.7 0.1
O 0.108399 0.894498 0.972465 0.6 0.5 -2.2
H 1.421879 1.241170 -0.704670 -1.8 -0.1 1.4
H -0.440063 0.945965 -1.014164 0.2 0.4 0.7
```
Forces are in eV/Å.

Output
charge = 0
LUMO level = -0.00469 Eh
SMILES = N#CP=C=N.C=O

Mulliken population analysis, charges in e, atoms 1 to 4: -0.50 0.34 -0.19 0.33

---

# C57H131N5O11

11 unconnected molecules or ions with the total composition C57H131N5O11 (ωB97M-V with the def2-TZVPD basis set, the Open Molecules 2025 dataset).

```
204
Properties=species:S:1:pos:R:3:forces:R:3
C -2.878709 3.379671 1.655997 -0.3 0.1 -1.0
C -3.155706 3.435117 0.109920 1.6 -0.2 0.5
C -3.495900 2.062691 -0.399576 -0.7 -1.8 0.5
C -4.229589 4.366505 -0.299336 -1.0 0.8 0.5
C -3.900498 5.856941 -0.136137 -2.2 -0.1 1.4
C -2.749585 6.157799 -1.019217 1.1 1.2 -0.3
C -1.518203 5.343318 -0.611619 -0.3 -1.2 -1.0
C -0.358416 5.578094 -1.675297 0.3 0.6 1.3
C -1.029594 5.789301 0.804327 -0.6 -0.5 -0.8
N -1.985260 3.859413 -0.702841 1.7 1.2 -0.1
O -0.845249 3.057942 -0.315373 -0.1 0.5 0.8
H -3.642810 2.779949 2.132048 -0.5 0.0 0.1
H -1.955164 2.854850 1.884570 0.3 0.2 -0.2
H -2.869610 4.384429 2.070573 0.0 -0.1 0.2
H -2.884315 1.312995 0.158512 -0.2 0.3 -0.7
H -4.569195 1.774935 -0.128826 1.3 0.5 -0.7
H -3.297996 2.001836 -1.501718 -0.4 -0.1 1.0
H -4.473524 4.175485 -1.350343 0.1 0.1 0.0
H -5.140103 4.117619 0.246759 -0.1 0.0 0.2
H -4.851552 6.291830 -0.478459 0.5 0.6 -0.1
H -3.846520 6.207520 0.952996 0.3 -0.7 -1.4
H -2.345262 7.183094 -0.977004 -0.7 0.1 0.2
H -3.107042 6.042632 -2.054337 0.6 -0.4 0.1
H -0.569815 5.178294 -2.670712 -0.2 0.1 0.2
H 0.591400 5.138240 -1.306312 -0.6 -0.1 -0.2
H -0.102982 6.684767 -1.746662 -0.7 -1.2 0.0
H -0.796830 4.893035 1.358208 0.5 -0.1 0.2
H -1.768471 6.349268 1.394594 0.2 -0.1 -0.4
H -0.154265 6.397122 0.652748 0.4 0.3 0.3
H -0.690220 2.416691 -1.005164 -0.2 -0.1 -0.6
C 1.379556 0.147184 -0.031755 0.5 1.0 0.0
C 0.880024 -0.542024 1.245138 0.0 1.5 -0.1
C -0.381589 0.166630 1.693898 0.1 1.0 -0.5
C 0.470692 -1.918267 0.980634 -0.8 -3.9 0.8
C 1.581473 -2.933747 0.792198 1.2 -1.0 -1.0
C 2.636279 -2.829950 1.852584 -0.4 -0.7 1.5
C 3.066437 -1.398902 2.217549 -0.6 -0.7 -1.3
C 3.747437 -1.507449 3.540774 1.1 0.8 1.2
C 4.063654 -0.963262 1.132522 1.7 -1.0 -0.2
N 1.822601 -0.566973 2.343630 1.2 -0.6 1.8
O 2.194627 0.746227 2.839980 -0.5 -1.2 -1.2
H 0.810660 -0.191276 -0.905581 0.1 0.1 0.2
H 1.224784 1.244457 0.088278 0.1 -0.6 -0.3
H 2.455740 -0.014747 -0.218515 -0.7 0.0 -0.1
H -0.810896 -0.207690 2.612386 0.0 -0.2 0.1
H -0.215103 1.238202 1.754476 0.1 0.2 0.4
H -1.064123 0.064419 0.862378 -0.6 -0.2 -0.1
H -0.057323 -2.352255 1.868715 0.1 0.7 -0.4
H -0.273484 -2.014911 0.195796 0.1 0.4 -0.3
H 1.317203 -3.992248 0.886308 -1.0 0.2 0.0
H 2.063094 -2.992295 -0.172036 0.0 0.9 -1.0
H 3.528929 -3.476052 1.650925 -0.5 0.8 0.1
H 2.116539 -3.349844 2.701142 1.0 0.9 -0.2
H 3.080596 -1.962552 4.283208 0.2 0.2 -0.1
H 4.103060 -0.521471 3.904186 -0.4 -0.4 -0.1
H 4.668862 -2.116320 3.468218 -0.6 0.0 -0.1
H 3.889472 -1.310550 0.096983 -0.5 0.4 0.5
H 5.021373 -1.493268 1.350085 -0.5 0.3 0.1
H 4.364505 0.075771 1.135104 -0.2 0.5 -0.1
H 2.672751 1.073674 2.070451 0.3 0.7 0.1
C 0.033443 -1.395481 -4.913061 -0.9 -0.8 -0.6
C -1.107438 -1.068729 -3.920022 0.0 -2.2 -1.2
C -0.898928 -2.013300 -2.766989 -0.9 -1.9 1.4
C -0.835134 0.313760 -3.434812 0.0 1.5 0.9
C -1.174887 1.427021 -4.477031 -0.9 -1.5 1.3
C -2.642780 1.222018 -4.932005 1.6 0.3 0.9
C -2.964737 -0.178392 -5.366502 -0.1 -1.9 -1.5
C -4.498051 -0.267358 -5.480728 -0.7 -0.4 1.0
C -2.366973 -0.474628 -6.839976 -2.0 0.0 0.8
N -2.507439 -1.227352 -4.397071 -0.1 2.4 0.2
O -2.894537 -2.487040 -4.848406 0.3 -0.2 0.8
H 0.904093 -1.607465 -4.316788 0.5 0.0 0.0
H -0.140487 -2.259841 -5.579237 -0.1 0.2 0.4
H 0.216288 -0.565405 -5.554608 0.4 0.6 -0.5
H -1.102604 -3.126949 -2.922197 0.3 1.5 -0.6
H 0.148961 -1.952272 -2.433509 -0.5 0.1 0.3
H -1.640333 -1.787947 -1.965646 0.7 0.2 -0.2
H -1.379391 0.446494 -2.474857 0.1 0.2 -0.5
H 0.250223 0.283032 -3.172924 -0.6 0.4 -0.1
H -1.059439 2.437302 -4.067742 0.3 -0.2 -0.2
H -0.526448 1.219582 -5.295203 0.6 0.5 -0.8
H -2.788528 1.899791 -5.762730 -0.6 0.2 -0.1
H -3.265491 1.479748 -4.075279 -0.3 0.2 -0.1
H -4.841607 0.455673 -6.218671 -0.1 0.0 -0.1
H -5.008960 -0.019221 -4.502008 0.7 -0.2 -0.9
H -4.864228 -1.272836 -5.757938 0.4 0.5 0.0
H -3.133334 0.001902 -7.502898 1.1 -0.3 0.1
H -2.392815 -1.563105 -7.082042 0.1 0.8 0.1
H -1.368915 -0.092000 -6.975582 0.2 0.2 -0.2
H -2.376060 -2.702835 -5.624141 0.4 -0.1 -0.5
C -7.928897 -2.123855 5.084488 0.6 0.2 1.0
C -6.387780 -1.867869 4.997995 -0.4 1.2 -0.4
C -5.982806 -0.762234 6.094968 0.2 -1.8 -0.7
C -5.693259 -3.215156 5.127022 -0.3 -0.3 0.8
C -4.328081 -3.320186 4.578936 1.8 0.7 0.3
C -4.227927 -2.769680 3.200831 0.3 -0.1 -1.1
C -4.727747 -1.350372 3.097218 -1.4 1.2 0.8
C -3.708232 -0.427709 3.886239 -0.4 -0.8 -0.3
C -4.797136 -0.822837 1.645227 1.0 -0.8 -0.2
N -6.140445 -1.351889 3.612482 0.7 -1.5 0.6
O -6.794456 -0.135587 3.512956 0.1 1.1 -0.8
H -8.093129 -2.734262 5.995368 -0.1 0.2 -0.4
H -8.469998 -1.181501 5.243195 0.1 -0.3 -0.3
H -8.319224 -2.661202 4.210467 0.3 0.2 0.2
H -4.879559 -0.780898 6.284292 -1.1 0.2 -0.1
H -6.323514 0.223301 5.733587 0.2 -0.5 0.5
H -6.510224 -1.080990 7.004539 0.2 0.5 -0.1
H -5.622442 -3.523005 6.174024 -0.5 0.1 0.1
H -6.269512 -3.963338 4.602120 -0.6 -0.2 -0.1
H -3.598957 -2.808860 5.192632 0.1 0.4 0.5
H -3.949086 -4.326566 4.595871 -0.1 -0.7 -0.1
H -4.750380 -3.489926 2.557447 0.0 0.5 -0.4
H -3.189530 -2.636624 2.881825 0.1 -0.8 -0.1
H -2.784928 -0.456833 3.305205 0.0 0.3 0.0
H -3.430916 -0.699395 4.921463 -0.4 -0.1 -0.7
H -4.123721 0.565193 3.889010 0.2 0.7 0.1
H -4.679685 0.255525 1.544912 -0.4 0.1 0.3
H -5.663812 -1.189238 1.072330 0.2 0.2 0.5
H -3.888175 -1.207194 1.154458 -0.2 0.0 -0.1
H -6.157078 0.556083 3.753970 -0.2 0.0 0.1
C 2.442296 2.851207 -5.502675 0.1 -0.5 0.5
C 3.422564 3.673938 -4.650586 -1.2 0.6 0.9
C 3.530650 5.080497 -5.213471 -0.1 1.2 -0.6
C 2.761467 3.825547 -3.238918 1.8 1.0 0.8
C 2.824207 2.553369 -2.415952 -1.4 0.5 -0.3
C 4.225498 2.045604 -2.352204 -1.0 0.5 0.8
C 4.924500 1.903327 -3.675183 0.0 0.8 0.3
C 6.373040 1.819902 -3.299124 0.9 -0.9 -0.2
C 4.457112 0.605323 -4.285839 -0.6 0.0 -0.5
N 4.772798 3.142795 -4.474533 -0.1 -0.7 -0.2
O 5.377011 2.899960 -5.751442 -0.2 0.4 0.4
H 2.864035 2.658635 -6.467614 0.2 -0.1 -0.8
H 2.225846 1.869254 -5.042731 -0.2 0.6 -0.3
H 1.515862 3.408985 -5.668358 0.1 -0.1 0.2
H 2.628597 5.661201 -4.951777 -0.1 -0.4 -0.4
H 4.296914 5.663712 -4.680470 0.2 -0.5 -0.4
H 3.675138 5.151539 -6.328917 0.0 -0.2 1.2
H 3.372538 4.567715 -2.615016 -0.6 -0.6 -1.1
H 1.766453 4.271022 -3.332214 0.1 -0.3 -0.1
H 2.469233 2.778845 -1.408241 -0.1 0.0 0.1
H 2.100911 1.850177 -2.818588 0.0 -0.5 -0.1
H 4.210928 1.120345 -1.817442 0.1 -1.1 0.1
H 4.720111 2.679389 -1.632926 0.7 0.7 -0.2
H 6.651886 2.744708 -2.795691 0.3 -0.1 -0.2
H 6.991470 1.605196 -4.183423 0.0 0.3 0.4
H 6.471787 0.984281 -2.584896 0.3 0.3 -0.2
H 4.802638 -0.121371 -3.587571 0.0 -1.0 0.4
H 4.936628 0.358801 -5.226879 0.0 0.1 -0.3
H 3.358631 0.524863 -4.375986 0.6 -0.1 0.0
H 4.792137 2.280140 -6.207694 0.0 -0.1 -0.1
C -0.574556 -6.477307 4.518428 0.1 0.7 -0.5
C 0.113626 -5.948996 3.222230 -0.5 -0.8 0.0
C -0.910913 -5.668044 2.047053 1.2 -1.4 1.0
O 0.951131 -4.852207 3.501479 -0.1 0.7 0.0
H -1.401431 -5.832162 4.892149 0.6 -0.2 -0.3
H 0.172690 -6.643539 5.299787 -0.1 0.3 -0.1
H -0.998120 -7.436954 4.297202 -0.4 -0.6 -0.1
H 0.865169 -6.739107 2.935193 -1.0 0.6 -0.1
H -1.762123 -5.086662 2.327617 -0.6 0.4 0.5
H -1.255274 -6.623132 1.643266 -0.1 0.0 0.2
H -0.431645 -5.170044 1.236351 0.6 0.5 -0.6
H 0.446529 -4.032007 3.707253 0.2 -0.4 0.0
C 4.165412 -4.272707 -5.187959 -1.0 -0.2 -1.0
C 4.532750 -3.493995 -3.960631 -1.0 0.3 -0.6
C 3.545003 -3.509913 -2.824181 -1.0 -1.1 -1.5
O 5.742911 -3.993014 -3.566431 2.1 0.2 1.4
H 3.271241 -3.791834 -5.607663 0.0 -0.2 -0.1
H 3.883036 -5.324863 -4.974826 0.5 0.5 -0.1
H 4.942487 -4.204206 -5.988189 -0.4 -0.2 0.9
H 4.527706 -2.443111 -4.277020 0.7 0.3 -0.1
H 2.606020 -3.128497 -3.223018 -0.2 0.4 0.4
H 3.942633 -2.929369 -2.042260 0.2 0.9 1.2
H 3.347756 -4.517617 -2.485518 0.1 -0.4 0.2
H 5.974916 -3.611273 -2.695537 0.0 -0.5 -0.6
C 4.201355 3.863506 3.099494 0.8 -0.3 1.8
C 3.560228 4.578948 2.006845 -0.5 0.8 -2.4
C 2.173622 3.973726 1.764192 0.1 1.0 -0.1
O 3.499209 5.989445 2.232832 -0.8 0.6 -0.4
H 5.204810 4.225575 3.400686 -0.6 -0.1 -0.2
H 4.293686 2.864209 2.715317 0.4 -0.7 0.1
H 3.521215 3.794181 3.969801 0.5 0.2 -0.2
H 4.163405 4.463402 1.077840 -0.2 -0.2 0.3
H 2.194007 2.921276 1.528195 0.2 -0.3 0.0
H 1.742208 4.465647 0.877718 -0.4 -0.1 0.5
H 1.595565 4.091875 2.696651 -0.2 0.1 -0.6
H 3.007941 6.445118 1.495669 0.7 -1.0 1.1
C 0.731171 -0.551436 5.923819 0.1 -0.9 0.5
C 0.407282 -2.021524 5.564519 1.9 0.6 0.1
C -0.735001 -2.543882 6.281658 -2.1 -1.0 1.4
O 0.218196 -2.266271 4.197657 -0.7 -0.4 0.0
H 0.995822 -0.605773 6.990116 -0.1 0.4 -0.2
H -0.107745 0.113198 5.783943 -0.5 0.1 0.0
H 1.568513 -0.096213 5.401850 0.2 -0.3 -0.3
H 1.240101 -2.643807 5.955240 0.2 0.3 -0.5
H -1.678228 -1.985351 6.111591 0.5 -0.2 0.1
H -0.469578 -2.539143 7.339665 -0.4 0.2 0.2
H -0.899261 -3.618490 6.064804 0.0 0.6 -0.2
H 0.750492 -1.639237 3.724255 0.8 0.8 -1.0
O 3.595385 -6.319172 2.853054 -0.4 0.7 -0.5
H 3.839883 -6.514100 1.932610 -0.4 0.1 0.5
H 2.947110 -5.573008 2.820785 0.5 -0.8 0.1
O 4.768416 -4.893112 -0.172865 -0.6 0.6 -0.6
H 3.967376 -4.337880 -0.052536 0.8 -0.8 0.2
H 4.953369 -5.378936 0.629667 -0.1 0.2 0.4
```
Forces are in eV/Å.

Output
charge = 0
LUMO level = 0.01093 Eh
SMILES = CC1(C)CCCC(C)(C)N1O.CC1(C)CCCC(C)(C)N1O.CC1(C)CCCC(C)(C)N1O.CC1(C)CCCC(C)(C)N1O.CC1(C)CCCC(C)(C)N1O.CC(C)O.CC(C)O.CC(C)O.CC(C)O.O.O

Mulliken population analysis, charges in e, atoms 1 to 4: -1.48 2.09 -0.61 -1.46

---

Largest force on an atom (eV/A)
3.170, 6.435, 3.523, 2.335, 4.059
HOMO (eV)
-7.608, -10.065, -11.591, -9.191, -8.360
Relative energy (zero: lowest compared OMol25 entry of this formula, charge and spin) (eV)
3.447, 4.373, 0.000, 2.566, 0.000